{
  "formula": "C5H8O",
  "method": "wB97M-V/def2-TZVPD",
  "max_force_ev_per_a": 8.1,
  "multiplicity": 1,
  "smiles": "C1OC[C@H]2C[C@@H]12",
  "homo_energy_ev": -9.39,
  "total_energy_ha": -270.38220,
  "de_lowest_kcal_mol": 110.25,
  "species": ["C", "O", "C", "C", "C", "C", "H", "H", "H", "H", "H", "H", "H", "H"],
  "positions_angstrom": [[0.934, -1.025, 0.085], [1.299, -0.052, -0.641], [0.746, 1.184, 0.076], [-0.692, 0.837, 0.188], [-1.197, -0.222, -0.613], [-0.483, -0.665, 0.631], [0.760, -1.860, -0.712], [1.704, -1.176, 1.070], [1.453, 1.236, 1.115], [1.083, 2.149, -0.431], [-1.367, 1.544, 0.605], [-2.430, -0.221, -1.025], [-0.662, -0.331, -1.591], [-1.148, -1.399, 1.242]],
  "atomic_forces_ev_per_a": [[-1.3, -5.5, 4.3], [1.8, 7.6, -2.1], [4.4, 0.7, 0.1], [1.1, -0.2, 3.0], [-3.5, -0.5, -5.6], [-2.8, -1.8, -0.6], [0.8, 0.2, 2.2], [-1.8, -0.4, -2.5], [-2.5, -0.2, -2.2], [-0.7, -1.6, -0.1], [-0.3, 0.3, 0.8], [3.6, -0.2, 2.3], [-0.4, -0.4, 0.9], [1.6, 1.8, -0.5]],
  "nbo_charge": [-0.04, -0.53, -0.08, -0.30, -0.41, -0.29, 0.20, 0.14, 0.18, 0.21, 0.24, 0.23, 0.22, 0.25]
}

=====

{
  "formula": "C5H8O",
  "method": "wB97M-V/def2-TZVPD",
  "max_force_ev_per_a": 5.5,
  "multiplicity": 1,
  "smiles": "O=CCC1CC1",
  "homo_energy_ev": -7.77,
  "total_energy_ha": -270.31499,
  "de_lowest_kcal_mol": 152.42,
  "species": ["O", "C", "C", "C", "C", "C", "H", "H", "H", "H", "H", "H", "H", "H"],
  "positions_angstrom": [[-1.656, -1.080, 0.215], [-1.239, -0.377, -0.824], [-0.894, 0.933, -0.118], [-0.115, 0.078, 0.881], [0.828, -0.753, -0.455], [1.375, 0.118, 0.663], [-1.697, -0.426, -1.826], [-0.329, 1.630, -0.755], [-1.793, 1.393, 0.314], [-0.425, 0.033, 1.928], [1.035, -1.824, -0.372], [1.137, -0.412, -1.449], [1.968, -0.395, 1.425], [1.804, 1.081, 0.371]],
  "atomic_forces_ev_per_a": [[-0.9, -1.1, -3.5], [-2.0, 0.6, 5.1], [0.0, -0.4, -1.2], [3.2, 3.2, -0.4], [1.2, -1.3, 0.0], [-0.9, 0.2, 0.3], [0.7, -0.5, -0.1], [0.2, 0.1, 0.6], [0.3, -0.1, -0.3], [-0.5, -1.2, -0.6], [-0.3, 0.3, 0.2], [-0.6, 0.2, 0.1], [-0.2, 0.1, -0.2], [-0.1, -0.3, 0.0]],
  "nbo_charge": [-0.66, 0.37, -0.50, 0.07, -0.54, -0.47, 0.18, 0.20, 0.23, 0.23, 0.23, 0.24, 0.22, 0.21]
}

=====

{
  "formula": "C5H8O",
  "method": "wB97M-V/def2-TZVPD",
  "max_force_ev_per_a": 0.3,
  "multiplicity": 1,
  "smiles": "C1C[C@@H]2C[C@@H]2O1",
  "homo_energy_ev": -9.14,
  "total_energy_ha": -270.50586,
  "de_lowest_kcal_mol": 32.65,
  "species": ["C", "C", "C", "C", "C", "O", "H", "H", "H", "H", "H", "H", "H", "H"],
  "positions_angstrom": [[0.506, 1.318, 0.338], [1.137, 0.211, -0.515], [0.133, -0.919, -0.361], [-1.355, -0.614, -0.382], [-0.596, -0.599, 0.908], [-0.179, 0.652, 1.393], [-0.199, 1.905, -0.270], [1.226, 2.012, 0.784], [1.331, 0.535, -1.543], [2.093, -0.103, -0.078], [0.415, -1.929, -0.638], [-1.739, 0.319, -0.791], [-1.988, -1.481, -0.555], [-0.786, -1.307, 1.709]],
  "atomic_forces_ev_per_a": [[0.1, 0.2, -0.2], [0.0, 0.0, 0.0], [0.1, 0.0, -0.1], [-0.1, 0.0, -0.1], [-0.1, -0.2, 0.1], [0.0, 0.0, 0.1], [0.1, -0.1, 0.2], [-0.1, -0.2, -0.1], [-0.1, 0.0, 0.1], [-0.2, 0.0, -0.1], [0.1, 0.1, 0.2], [0.1, -0.2, 0.1], [0.1, 0.2, 0.0], [0.0, 0.1, -0.2]],
  "nbo_charge": [-0.08, -0.43, -0.26, -0.46, 0.08, -0.51, 0.16, 0.20, 0.21, 0.21, 0.22, 0.22, 0.22, 0.20]
}

=====

{
  "formula": "C5H8O",
  "method": "wB97M-V/def2-TZVPD",
  "max_force_ev_per_a": 2.8,
  "multiplicity": 1,
  "homo_energy_ev": [-7.42, -6.28],
  "total_energy_ha": -270.34127,
  "de_lowest_kcal_mol": 135.93,
  "species": ["C", "C", "C", "C", "C", "O", "H", "H", "H", "H", "H", "H", "H", "H"],
  "positions_angstrom": [[0.728, 0.143, 0.746], [-0.305, 0.568, 1.411], [-0.185, -0.705, -1.344], [-0.350, 1.471, 2.653], [0.006, -1.290, -2.658], [0.690, -0.716, -0.410], [1.766, 0.474, 0.791], [-1.236, -0.518, -1.020], [0.075, 2.469, 2.593], [0.148, 0.934, 3.401], [-1.416, 1.586, 2.968], [-0.194, -0.586, -3.549], [-0.715, -2.045, -2.879], [0.987, -1.785, -2.705]],
  "atomic_forces_ev_per_a": [[-0.2, 1.7, 0.8], [-0.1, -0.1, 0.5], [-2.0, -0.2, 1.9], [-1.9, -0.2, -1.9], [1.3, 0.4, -1.6], [0.5, -0.4, -2.2], [0.1, -0.5, 0.1], [0.7, 0.8, -0.1], [0.2, 0.1, -0.4], [0.8, -0.7, 1.4], [0.9, 0.0, -0.1], [0.7, -0.5, 1.5], [-0.8, -0.7, 0.3], [-0.2, 0.4, -0.4]],
  "nbo_charge": [-0.13, -0.15, 0.35, -0.68, -0.72, -0.40, 0.18, 0.17, 0.20, 0.22, 0.21, 0.25, 0.25, 0.24]
}

=====

{
  "formula": "C5H8O",
  "method": "wB97M-V/def2-TZVPD",
  "max_force_ev_per_a": 0.3,
  "multiplicity": 1,
  "smiles": "C[C@]12CC[C@H]1O2",
  "homo_energy_ev": -9.57,
  "total_energy_ha": -270.48279,
  "de_lowest_kcal_mol": 47.13,
  "species": ["C", "C", "C", "C", "C", "O", "H", "H", "H", "H", "H", "H", "H", "H"],
  "positions_angstrom": [[-1.832, 0.520, 0.219], [-0.449, 0.068, -0.121], [0.510, -0.668, 0.814], [1.669, -0.363, -0.177], [0.680, 0.513, -0.957], [-0.275, -0.422, -1.453], [-1.878, 1.049, 1.175], [-2.453, -0.381, 0.306], [-2.257, 1.146, -0.570], [0.629, -0.073, 1.727], [0.280, -1.704, 1.078], [2.550, 0.110, 0.261], [1.967, -1.223, -0.784], [0.860, 1.427, -1.518]],
  "atomic_forces_ev_per_a": [[0.0, 0.0, 0.0], [-0.2, 0.0, 0.2], [0.0, -0.1, 0.1], [0.1, 0.0, 0.0], [0.2, 0.2, -0.1], [-0.1, -0.2, -0.1], [0.1, 0.0, -0.1], [0.0, 0.2, 0.0], [0.1, 0.0, 0.1], [0.0, -0.2, -0.1], [0.1, 0.1, -0.1], [-0.2, 0.0, 0.0], [0.1, 0.2, 0.1], [-0.1, -0.2, 0.0]],
  "nbo_charge": [-0.63, 0.21, -0.41, -0.42, 0.04, -0.50, 0.22, 0.22, 0.23, 0.21, 0.21, 0.21, 0.22, 0.20]
}

=====

{
  "formula": "C5H8O",
  "method": "wB97M-V/def2-TZVPD",
  "max_force_ev_per_a": 2.8,
  "multiplicity": 1,
  "homo_energy_ev": -8.03,
  "total_energy_ha": -270.39335,
  "de_lowest_kcal_mol": 103.25,
  "species": ["C", "C", "C", "C", "O", "C", "H", "H", "H", "H", "H", "H", "H", "H"],
  "positions_angstrom": [[-1.726, 0.187, 0.003], [-0.523, -0.251, 0.815], [0.502, -1.203, 0.322], [1.499, 0.159, -0.754], [0.356, 0.841, -1.126], [-0.480, 1.001, -0.025], [-1.940, -0.414, -0.874], [-2.584, 0.609, 0.522], [-0.569, -0.092, 1.895], [0.839, -1.323, -0.690], [1.045, -1.694, 1.128], [2.033, -0.098, -1.696], [2.151, 0.654, -0.049], [-0.396, 1.956, 0.478]],
  "atomic_forces_ev_per_a": [[-0.1, 0.0, -0.1], [0.2, 0.2, -0.2], [1.4, 1.6, -0.2], [0.2, 0.3, 0.7], [0.1, 0.0, 0.1], [-0.3, 0.4, 0.2], [0.0, 0.2, 0.0], [0.1, -0.2, -0.1], [0.1, -0.2, -0.4], [-1.6, -2.3, -0.5], [0.3, 0.0, -0.5], [-0.3, -0.4, 0.8], [0.1, 0.4, 0.2], [-0.2, 0.1, -0.1]],
  "nbo_charge": [-0.42, -0.29, -0.47, -0.08, -0.51, 0.07, 0.23, 0.22, 0.22, 0.26, 0.21, 0.19, 0.17, 0.19]
}

=====

{
  "formula": "C5H8O",
  "method": "wB97M-V/def2-TZVPD",
  "max_force_ev_per_a": 1.7,
  "multiplicity": 1,
  "smiles": "C1C[C@@H]2C[C@@H]2O1",
  "homo_energy_ev": -9.43,
  "total_energy_ha": -270.45564,
  "de_lowest_kcal_mol": 64.16,
  "species": ["C", "C", "C", "C", "C", "O", "H", "H", "H", "H", "H", "H", "H", "H"],
  "positions_angstrom": [[0.825, 1.248, -0.548], [0.963, -0.292, -0.644], [0.230, -0.747, 0.626], [-1.474, -0.937, 0.256], [-0.796, 0.284, 0.753], [-0.494, 1.437, -0.039], [0.928, 1.703, -1.543], [1.576, 1.720, 0.111], [0.368, -0.564, -1.520], [1.986, -0.670, -0.789], [0.884, -1.054, 1.458], [-1.449, -1.316, -0.756], [-2.457, -1.186, 0.724], [-1.113, 0.475, 1.780]],
  "atomic_forces_ev_per_a": [[0.3, -0.4, -0.2], [-0.3, 0.0, -0.1], [-0.7, -0.3, 0.0], [0.9, -0.2, 0.0], [0.0, 0.8, 0.0], [-0.1, -0.2, 0.2], [-0.3, 0.0, 0.3], [-0.2, -0.2, 0.0], [0.2, -0.2, -0.1], [-0.4, 0.1, 0.3], [-0.9, -0.2, -0.3], [0.0, 0.7, -0.3], [1.5, -0.5, 0.4], [-0.1, 0.5, -0.3]],
  "nbo_charge": [-0.06, -0.46, -0.21, -0.43, 0.03, -0.52, 0.19, 0.16, 0.21, 0.23, 0.23, 0.22, 0.23, 0.20]
}

=====

{
  "formula": "C5H8O",
  "method": "wB97M-V/def2-TZVPD",
  "max_force_ev_per_a": 0.4,
  "multiplicity": 1,
  "homo_energy_ev": -9.17,
  "total_energy_ha": -270.33704,
  "de_lowest_kcal_mol": 138.59,
  "species": ["C", "C", "C", "C", "O", "C", "H", "H", "H", "H", "H", "H", "H", "H"],
  "positions_angstrom": [[-2.089, 0.662, -0.051], [-2.671, -0.424, 0.449], [1.598, 0.632, -0.989], [1.469, -0.834, -0.708], [1.955, -0.770, 0.643], [2.106, 0.639, 0.421], [-2.112, 0.889, -1.114], [-1.579, 1.380, 0.587], [-2.656, -0.643, 1.514], [-3.197, -1.135, -0.184], [0.417, -1.156, -0.774], [2.075, -1.479, -1.363], [1.527, 1.265, 1.116], [3.157, 0.973, 0.454]],
  "atomic_forces_ev_per_a": [[-0.1, -0.1, 0.1], [0.1, 0.1, -0.1], [0.1, -0.3, 0.3], [-0.1, 0.0, -0.3], [0.0, -0.1, 0.1], [0.0, 0.3, -0.1], [0.0, -0.1, 0.2], [-0.1, -0.1, -0.1], [0.0, 0.1, -0.2], [0.1, 0.1, 0.1], [0.1, 0.0, 0.0], [-0.1, 0.1, 0.1], [0.1, -0.1, -0.1], [-0.1, 0.0, 0.0]],
  "nbo_charge": [-0.40, -0.39, 0.13, -0.27, -0.54, -0.27, 0.20, 0.19, 0.20, 0.19, 0.24, 0.23, 0.23, 0.24]
}

=====

> Which value of multiplicity does entry 3 give?

1

=====

Copy entry 8 word for word.
{
  "formula": "C5H8O",
  "method": "wB97M-V/def2-TZVPD",
  "max_force_ev_per_a": 0.4,
  "multiplicity": 1,
  "homo_energy_ev": -9.17,
  "total_energy_ha": -270.33704,
  "de_lowest_kcal_mol": 138.59,
  "species": ["C", "C", "C", "C", "O", "C", "H", "H", "H", "H", "H", "H", "H", "H"],
  "positions_angstrom": [[-2.089, 0.662, -0.051], [-2.671, -0.424, 0.449], [1.598, 0.632, -0.989], [1.469, -0.834, -0.708], [1.955, -0.770, 0.643], [2.106, 0.639, 0.421], [-2.112, 0.889, -1.114], [-1.579, 1.380, 0.587], [-2.656, -0.643, 1.514], [-3.197, -1.135, -0.184], [0.417, -1.156, -0.774], [2.075, -1.479, -1.363], [1.527, 1.265, 1.116], [3.157, 0.973, 0.454]],
  "atomic_forces_ev_per_a": [[-0.1, -0.1, 0.1], [0.1, 0.1, -0.1], [0.1, -0.3, 0.3], [-0.1, 0.0, -0.3], [0.0, -0.1, 0.1], [0.0, 0.3, -0.1], [0.0, -0.1, 0.2], [-0.1, -0.1, -0.1], [0.0, 0.1, -0.2], [0.1, 0.1, 0.1], [0.1, 0.0, 0.0], [-0.1, 0.1, 0.1], [0.1, -0.1, -0.1], [-0.1, 0.0, 0.0]],
  "nbo_charge": [-0.40, -0.39, 0.13, -0.27, -0.54, -0.27, 0.20, 0.19, 0.20, 0.19, 0.24, 0.23, 0.23, 0.24]
}